# 1
{
  "formula": "C23H37F9N2O2S2",
  "method": "ωB97M-V/def2-TZVPD",
  "symbols": ["C", "C", "C", "C", "C", "C", "C", "N", "C", "S", "C", "N", "C", "C", "C", "C", "C", "F", "F", "C", "F", "F", "S", "F", "F", "F", "F", "F", "H", "H", "H", "H", "H", "H", "H", "H", "H", "H", "H", "H", "H", "H", "H", "H", "H", "H", "H", "H", "H", "C", "C", "C", "O", "C", "H", "H", "H", "H", "H", "H", "H", "H", "C", "C", "C", "O", "C", "H", "H", "H", "H", "H", "H", "H", "H"],
  "positions_angstrom": [[-1.08829, -2.29047, -0.09785], [-0.00881, -1.60076, 0.71533], [1.29496, -2.39913, 0.71793], [0.16053, -0.12263, 0.28833], [1.33313, 0.12864, -0.64462], [1.18774, 1.36585, -1.52169], [2.00840, 1.18628, -2.71298], [2.76522, 0.96706, -3.58032], [1.58236, 2.73615, -0.84387], [0.14677, 3.44143, 0.04575], [1.79734, 3.71430, -1.89307], [1.98125, 4.53972, -2.69209], [2.89963, 2.64376, -0.04948], [2.79006, 2.20144, 1.41703], [2.73000, 3.39344, 2.36528], [2.60580, 3.02971, 3.83572], [1.25934, 2.44118, 4.24546], [0.40665, 2.27356, 3.22094], [1.48339, 1.18950, 4.75466], [0.55682, 3.18527, 5.41163], [-0.31379, 2.33298, 5.98702], [1.45291, 3.54243, 6.34349], [-0.45443, 4.70537, 4.89858], [0.55820, 5.69738, 5.59914], [0.37060, 4.84844, 3.56316], [-1.48995, 3.76413, 4.18874], [-1.27531, 4.61629, 6.24255], [-1.32277, 5.93632, 4.46374], [-0.74909, -2.48038, -1.10888], [-1.29858, -3.24201, 0.37473], [-1.99694, -1.70745, -0.10227], [-0.35718, -1.57440, 1.74208], [1.51543, -2.78169, -0.27097], [2.10819, -1.78461, 1.07340], [1.17486, -3.24129, 1.38386], [0.24533, 0.46839, 1.19446], [-0.75411, 0.20980, -0.18992], [1.36933, -0.71381, -1.32503], [2.28629, 0.13517, -0.13655], [0.16826, 1.47561, -1.86762], [-0.33034, 2.43159, 0.78420], [3.39685, 3.60164, -0.06699], [3.51270, 1.91959, -0.57083], [3.71011, 1.67194, 1.64645], [1.98733, 1.49654, 1.57442], [3.67555, 3.91618, 2.26135], [1.97787, 4.09905, 2.05098], [3.39569, 2.36252, 4.14509], [2.74041, 3.94569, 4.39901], [-4.10572, 0.07616, -3.70457], [-3.22458, 1.10125, -4.41298], [-2.47252, 1.72264, -3.24531], [-2.34025, 0.69429, -2.25564], [-3.18512, -0.41131, -2.59486], [-4.44992, -0.72921, -4.35099], [-4.98192, 0.56853, -3.27702], [-2.52674, 0.59480, -5.08334], [-3.78168, 1.83423, -4.99331], [-3.03011, 2.55371, -2.80174], [-1.48108, 2.08296, -3.52511], [-2.54804, -1.23547, -2.93397], [-3.72909, -0.73642, -1.70740], [-1.21143, -7.41131, -1.41733], [-1.02600, -7.18269, -2.91434], [-0.96509, -5.66360, -2.98839], [-0.38646, -5.22146, -1.75735], [-0.34551, -6.30711, -0.82783], [-0.91399, -8.40389, -1.08345], [-2.25734, -7.25795, -1.14209], [-0.07871, -7.61445, -3.24464], [-1.82260, -7.60336, -3.52560], [-1.96743, -5.22956, -3.07635], [-0.35794, -5.30284, -3.81908], [0.69481, -6.63275, -0.72043], [-0.70129, -5.96088, 0.14362]],
  "forces_ev_per_a": [[0.40, -0.16, 0.36], [0.02, 0.45, -0.07], [-0.62, 0.19, 0.02], [0.09, -0.20, 0.39], [-0.60, -0.32, -0.28], [0.23, 0.74, 0.03], [2.43, -0.80, -2.14], [-1.90, 0.57, 1.92], [-0.24, -0.87, 0.25], [-0.44, 0.79, 0.08], [0.21, 1.96, -1.73], [-0.29, -1.38, 1.28], [-0.42, -0.53, 0.59], [0.35, 0.32, -0.15], [0.28, -0.36, -0.15], [-0.57, 0.86, -0.27], [1.03, -0.55, 0.41], [-0.28, 0.00, -0.14], [-0.04, -0.09, -0.02], [-0.64, -0.26, 0.34], [0.18, 0.31, -0.17], [-0.11, -0.15, -0.25], [0.07, 0.19, 0.58], [0.20, 0.12, 0.07], [0.19, 0.06, -0.45], [-0.27, -0.31, -0.25], [-0.12, 0.02, 0.23], [-0.13, 0.23, -0.04], [-0.06, -0.05, -0.32], [-0.16, -0.39, -0.12], [-0.31, 0.19, -0.10], [-0.13, 0.05, 0.30], [0.22, -0.06, -0.23], [0.42, 0.03, 0.14], [0.13, -0.35, 0.16], [0.16, 0.20, 0.21], [-0.24, 0.06, -0.21], [0.10, -0.21, -0.25], [0.26, 0.00, 0.15], [-0.42, -0.10, 0.03], [0.43, -0.30, -0.16], [0.21, 0.30, -0.17], [0.34, 0.03, -0.34], [0.17, -0.29, 0.09], [-0.30, -0.05, 0.04], [0.25, 0.19, -0.01], [-0.38, 0.10, 0.04], [0.10, -0.38, 0.09], [0.13, 0.17, 0.20], [-0.06, 0.10, 0.05], [0.08, -0.10, -0.04], [-0.07, 0.09, 0.10], [0.02, 0.00, -0.02], [0.13, -0.08, -0.08], [0.02, -0.02, -0.01], [0.00, -0.01, 0.00], [0.01, 0.02, 0.00], [-0.02, 0.02, 0.02], [0.01, 0.03, -0.07], [0.02, -0.01, 0.04], [-0.08, -0.04, -0.01], [0.05, 0.04, 0.05], [-0.11, 0.03, 0.01], [0.10, -0.04, -0.01], [-0.09, 0.07, 0.04], [-0.02, -0.08, -0.03], [0.12, 0.01, -0.04], [0.02, -0.01, -0.01], [0.01, 0.00, 0.01], [0.00, 0.01, -0.01], [-0.02, 0.01, 0.01], [-0.01, -0.03, -0.05], [0.03, 0.04, 0.03], [-0.02, -0.04, 0.04], [0.01, 0.06, -0.01]],
  "mulliken_charge": [-1.45, 0.25, -1.69, 0.50, -0.84, 0.66, 0.04, -0.61, 2.06, -0.28, -0.65, -0.54, -1.87, 0.08, -0.90, -1.48, 1.12, -0.21, -0.38, 0.33, -0.29, -0.27, 1.41, -0.32, -0.28, -0.29, -0.32, -0.30, 0.24, 0.41, 0.40, 0.41, 0.34, 0.35, 0.48, -0.92, 0.53, 0.85, 0.30, -0.41, 0.11, 0.64, 0.59, 0.43, -0.06, 0.45, 0.45, 0.49, 0.47, -0.63, -0.66, -0.27, -0.32, -0.31, 0.37, 0.27, 0.28, 0.37, 0.23, 0.20, 0.20, 0.23, -0.58, -0.56, -0.48, -0.28, -0.40, 0.34, 0.28, 0.26, 0.33, 0.28, 0.28, 0.28, 0.25],
  "lumo_energy_ev": 0.45,
  "charge": 0,
  "gap_ev": 10.1
}

---

# 2
{
  "formula": "C4H8NO",
  "method": "ωB97M-V/def2-TZVPD",
  "symbols": ["C", "C", "C", "C", "N", "O", "H", "H", "H", "H", "H", "H", "H", "H"],
  "positions_angstrom": [[0.27271, 0.54437, -0.03724], [1.35920, -0.27818, 0.10912], [-2.13672, 0.69675, -0.14892], [2.77005, 0.18327, -0.01434], [-3.33842, -0.25496, 0.07036], [-1.03672, 0.04957, 0.01475], [0.27147, 1.59948, -0.40515], [1.28631, -1.29852, 0.38221], [3.36743, -0.25133, 0.77295], [2.62830, 1.33262, 0.01267], [3.15975, -0.29956, -0.92428], [-4.09211, 0.31559, 0.62165], [-3.33568, -1.17671, 0.42520], [-3.51065, -0.18087, -0.95961]],
  "forces_ev_per_a": [[2.08, 0.53, -1.13], [-2.00, 1.56, 0.09], [2.98, 0.46, 0.78], [-1.53, 1.65, -0.39], [-1.16, 3.15, -0.51], [-2.58, -1.22, 0.71], [0.31, -0.99, 0.62], [-0.79, -0.97, 0.13], [0.13, 0.39, 0.52], [1.50, -1.84, -0.37], [0.05, 0.84, -0.07], [1.59, -1.07, -1.56], [0.58, -1.75, 0.41], [-1.16, -0.75, 0.79]],
  "nbo_charge": [0.03, -0.09, 0.41, -0.65, -0.80, -0.45, 0.22, 0.22, 0.25, 0.23, 0.25, 0.47, 0.44, 0.47],
  "lumo_energy_ev": -4.62,
  "charge": 1,
  "gap_ev": 9.1,
  "de_lowest_kj_mol": 372.50
}